<one>
The following is a DFT calculation (wB97M-V/def2-TZVPD) of one molecule with the formula C4H6N2O2.

Values from the calculation:
SMILES = OCc1cn[nH]c1O
spin multiplicity = 1
HOMO-LUMO gap = 9.36 eV
highest occupied orbital energy = -0.3171 Ha
LUMO = 0.74 eV

Geometry (Å):
O -2.320 -0.207 -0.391
C -1.398 -0.875 0.428
C -0.080 -0.651 0.018
C 1.213 -1.301 -0.012
N 2.173 -0.442 -0.226
N 1.579 0.777 0.037
C 0.241 0.703 0.031
O -0.546 1.765 0.066
H -2.132 -0.337 -1.304
H -1.669 -1.926 0.525
H -1.626 -0.423 1.447
H 1.412 -2.339 -0.028
H 2.181 1.561 0.243
H -1.357 1.414 0.247


<two>
The following is a DFT calculation (wB97M-V/def2-TZVPD) of one molecule with the formula C4H6N2O2.

Values from the calculation:
SMILES = O[C@@H]1C=NN=COC1
spin multiplicity = 1
HOMO-LUMO gap = 10.49 eV
highest occupied orbital energy = -0.3618 Ha
LUMO = 0.64 eV

Geometry (Å):
O -0.493 -1.356 0.906
C -0.406 -0.793 -0.309
C 0.951 -0.616 -1.008
N 2.004 -0.272 -0.457
N 1.558 0.297 0.764
C 0.694 1.179 0.742
O 0.050 1.507 -0.591
C -1.295 0.624 -0.318
H 0.380 -1.137 1.409
H -1.045 -1.664 -0.809
H 0.841 -1.535 -1.870
H 0.397 1.798 1.756
H -1.965 1.149 -1.147
H -1.671 0.817 0.934


<three>
The following is a DFT calculation (wB97M-V/def2-TZVPD) of C4H6N2O2 as an isolated structure.

Values from the calculation:
spin multiplicity = 1
HOMO-LUMO gap = 9.32 eV
highest occupied orbital energy = -0.3188 Ha
LUMO = 0.65 eV

Geometry (Å):
C -1.125 0.357 -1.708
N 1.038 -1.930 0.394
C 1.339 -0.617 0.690
C -0.492 -0.079 -0.468
C 0.008 0.320 0.652
N -0.088 1.334 1.559
O 0.723 -1.338 -0.883
O 2.336 -0.163 1.213
H 0.387 -2.528 0.890
H 0.645 1.297 2.262
H -0.922 1.906 1.507
H -0.379 0.823 -2.360
H -1.567 -0.484 -2.246
H -1.903 1.101 -1.501


<four>
The following is a DFT calculation (wB97M-V/def2-TZVPD) of a 2-piece molecular cluster, C4H6N2O2 overall.

Values from the calculation:
spin multiplicity = 1
HOMO-LUMO gap = 7.38 eV
highest occupied orbital energy = -0.2737 Ha
LUMO = -0.07 eV

Geometry (Å):
C -0.062 0.403 -0.128
C -1.096 -0.526 -0.243
C -0.672 -1.887 -0.078
C 1.009 -0.284 -0.029
H 0.796 2.273 -0.712
H -0.527 2.496 0.678
H -2.235 0.970 0.332
H -1.330 -2.685 0.054
H 1.565 -2.442 0.242
H 2.135 1.307 0.366
N -0.422 1.775 -0.233
N 0.834 -1.683 -0.192
O -2.264 -0.002 -0.012
O 2.271 0.286 -0.046


How far above the most stable structure does each one sit? In kcal/mol: <one> 0.0; <two> 123.8; <three> 75.7; <four> 83.1.


<one>
The following is a DFT calculation (wB97M-V/def2-TZVPD) of a 2-piece molecular cluster, C4H6N2O2 overall.

Values from the calculation:
spin multiplicity = 1
HOMO-LUMO gap = 8.08 eV
highest occupied orbital energy = -0.2928 Ha
LUMO = 0.11 eV

Geometry (Å):
C -0.312 0.576 0.665
C 1.653 -0.097 1.175
C 0.356 0.071 -0.469
C -0.245 -0.229 -1.788
H -1.850 1.220 2.088
H -2.156 1.253 0.505
H 2.588 0.061 1.702
H 0.145 0.312 -2.834
H -1.492 -0.097 -1.625
H 0.399 -2.254 -0.484
N -1.529 0.862 1.166
N 0.681 0.446 1.790
O 1.530 -0.396 -0.103
O 0.232 -1.728 -1.791


<two>
The following is a DFT calculation (wB97M-V/def2-TZVPD) of one molecule with the formula C4H6N2O2.

Values from the calculation:
SMILES = NC(=O)[C@@H]1CN1C=O
spin multiplicity = 1
HOMO-LUMO gap = 10.36 eV
highest occupied orbital energy = -0.3673 Ha
LUMO = 0.36 eV

Geometry (Å):
N -1.024 -1.075 1.232
C -0.035 -1.603 0.109
O 0.095 -2.772 -0.315
C 0.974 -0.426 -0.075
C 0.746 0.822 0.636
N 0.623 0.993 -0.723
C -0.435 1.512 -1.616
O -1.247 2.287 -1.188
H -1.780 -1.894 1.254
H -1.511 -0.164 0.904
H 1.980 -0.886 -0.158
H 0.016 0.856 1.303
H 1.717 1.094 1.382
H -0.119 1.257 -2.747


<three>
The following is a DFT calculation (wB97M-V/def2-TZVPD) of C4H6N2O2 as an isolated structure.

Values from the calculation:
spin multiplicity = 1
HOMO-LUMO gap = 10.11 eV
highest occupied orbital energy = -0.3430 Ha
LUMO = 0.78 eV

Geometry (Å):
C -2.760 -0.221 -0.278
C 0.415 -0.671 0.458
C 0.925 0.715 0.265
C 2.363 0.495 -0.274
H -3.659 0.192 0.403
H -3.057 -0.126 -1.614
H 0.161 -0.969 1.480
H 0.894 1.464 1.278
H 0.291 1.432 -0.493
H 2.757 1.262 -0.794
N -1.688 -0.453 0.396
N 2.457 -0.809 -0.375
O -0.666 -0.786 -0.582
O 1.566 -1.526 0.130


How far above the most stable structure does each one sit? In kcal/mol: <one> 40.4; <two> 0.0; <three> 78.9.


<one>
The following is a DFT calculation (wB97M-V/def2-TZVPD) of one molecule with the formula C4H6N2O2.

Values from the calculation:
SMILES = [H]/N=C\N1C=COCO1
spin multiplicity = 1
HOMO-LUMO gap = 10.24 eV
highest occupied orbital energy = -0.3452 Ha
LUMO = 0.84 eV

Geometry (Å):
H 2.002 -1.191 0.586
N 2.414 -0.505 -0.296
C 1.646 0.438 -0.217
N 0.603 0.572 0.777
C -0.641 1.178 0.161
C -1.770 0.576 -0.075
O -1.880 -0.718 -0.114
C -0.626 -1.213 -0.121
O 0.233 -0.779 0.861
H 1.878 1.395 -0.795
H -0.282 2.267 0.181
H -2.633 1.122 -0.196
H -0.058 -1.048 -1.130
H -0.886 -2.096 0.377


<two>
The following is a DFT calculation (wB97M-V/def2-TZVPD) of a 2-piece molecular cluster, C4H6N2O2 overall.

Values from the calculation:
SMILES = C=N[N+](=O)[O-].C=C=C
spin multiplicity = 1
HOMO-LUMO gap = 9.24 eV
highest occupied orbital energy = -0.3497 Ha
LUMO = -0.27 eV

Geometry (Å):
C 2.790 2.173 -0.227
N 1.646 1.709 -0.497
N 0.895 2.559 -1.323
O 1.415 2.853 -2.371
O -0.158 2.866 -0.821
H 3.250 2.982 -0.930
H 3.334 1.653 0.491
C -1.350 -0.618 -1.151
C -0.663 -0.272 -0.043
C -0.188 0.126 1.113
H -0.907 -1.328 -1.873
H -2.250 -0.120 -1.267
H 0.219 1.058 1.365
H -0.669 -0.426 2.011


How far above the most stable structure does each one sit? In kcal/mol: <one> 0.0; <two> 29.3.


<one>
The following is a DFT calculation (wB97M-V/def2-TZVPD) of C4H6N2O2 as an isolated structure.

Values from the calculation:
spin multiplicity = 1
HOMO-LUMO gap = 9.03 eV
highest occupied orbital energy = -0.3402 Ha
LUMO = -0.23 eV

Geometry (Å):
C -2.248 -0.701 0.227
C -0.995 1.328 -0.183
C 0.407 1.648 0.036
C 1.109 0.496 0.175
H -2.187 -1.258 1.546
H -2.564 -1.661 -0.690
H -3.096 0.117 0.248
H -1.864 1.881 -0.777
H 0.839 2.702 -0.441
H 1.624 -1.082 -0.413
N -1.057 0.048 -0.133
N 0.118 -0.500 0.210
O 2.283 -0.101 0.217
O 0.741 -1.669 -0.410


<two>
The following is a DFT calculation (wB97M-V/def2-TZVPD) of one molecule with the formula C4H6N2O2.

Values from the calculation:
spin multiplicity = 1
HOMO-LUMO gap = 8.30 eV
highest occupied orbital energy = -0.2842 Ha
LUMO = 0.57 eV

Geometry (Å):
C -1.476 -1.104 0.352
C 0.945 -0.374 -0.673
C 0.090 0.692 -0.073
N 2.004 -0.777 0.087
N 0.691 1.914 0.157
C -1.127 0.293 0.371
O 0.555 -0.959 -1.669
O -2.740 -1.274 -0.045
H -2.974 -2.206 0.064
H 2.018 -0.468 1.041
H 2.464 -1.632 -0.185
H 0.073 2.647 0.476
H 1.351 2.214 -0.554
H -1.875 1.032 0.652


<three>
The following is a DFT calculation (wB97M-V/def2-TZVPD) of C4H6N2O2 as an isolated structure.

Values from the calculation:
spin multiplicity = 1
HOMO-LUMO gap = 8.98 eV
highest occupied orbital energy = -0.3300 Ha
LUMO = -0.01 eV

Geometry (Å):
C -1.333 0.787 1.280
C 0.005 0.352 0.590
C 1.421 -1.103 0.390
C -0.060 0.039 -0.715
H -2.095 -0.403 1.336
H -1.774 1.260 0.435
H -1.416 1.555 2.280
H 3.042 -1.598 -0.554
H -0.188 1.446 -2.287
H -1.669 0.705 -1.696
N 0.813 -0.493 1.376
N -0.363 0.386 -2.154
O 2.570 -1.939 0.565
O 1.045 -0.996 -0.847


<four>
The following is a DFT calculation (wB97M-V/def2-TZVPD) of a 2-piece molecular cluster, C4H6N2O2 overall.

Values from the calculation:
SMILES = [H]/N=C(\N)C=O.C=C=O
spin multiplicity = 1
HOMO-LUMO gap = 9.17 eV
highest occupied orbital energy = -0.3414 Ha
LUMO = -0.12 eV

Geometry (Å):
H 2.583 1.209 1.299
N 1.566 1.226 1.218
C 1.065 0.408 0.370
N 1.838 -0.443 -0.370
C -0.123 1.143 -0.550
O -0.441 0.654 -1.586
H 2.839 -0.477 -0.271
H 1.441 -0.867 -1.193
H -0.235 2.158 -0.161
C -2.085 -1.449 -0.039
C -1.920 -0.521 0.866
O -2.279 0.523 1.340
H -1.194 -1.803 -0.524
H -3.051 -1.762 -0.399


How far above the most stable structure does each one sit? In kcal/mol: <one> 107.8; <two> 0.0; <three> 101.0; <four> 20.6.